Here is 3 unconnected molecules or ions with the total composition C28H62Br2F9IN8O6P4S2 from the Open Molecules 2025 dataset. Energies are from ωB97M-V with the def2-TZVPD basis set.

* HOMO: -8.32 eV
* SMILES string: CCCCN[C@@H](CCCCC(F)(F)C(F)(F)S(F)(F)(F)(F)F)O[C@H](N=C=S)[C@](I)(O[C@H](Br)P(O)Br)P(C)O.CN(C)P(=O)(N(C)C)N(C)C.CN(C)P(=O)(N(C)C)N(C)C

The geometry in XYZ format:
```
122
C28H62Br2F9IN8O6P4S2 ωB97M-V with the def2-TZVPD basis set
C 0.020 -0.236 3.516
C -1.123 0.648 4.053
C -1.088 2.062 3.425
C -2.498 2.567 3.016
N -2.589 3.238 1.714
C -2.120 2.464 0.579
C -2.553 1.011 0.677
C -2.561 0.218 -0.638
C -1.396 -0.796 -0.672
C -1.178 -1.231 -2.121
C -0.288 -2.449 -2.338
F -0.318 -3.311 -1.305
F -0.817 -3.134 -3.399
C 1.179 -2.134 -2.803
F 1.212 -1.032 -3.556
F 1.591 -3.135 -3.593
S 2.509 -1.992 -1.444
F 2.341 -3.524 -1.114
F 1.435 -1.578 -0.354
F 2.739 -0.443 -1.748
F 3.635 -2.322 -2.516
F 3.628 -1.907 -0.337
O -2.602 3.021 -0.649
C -2.087 4.275 -0.942
N -3.201 5.161 -1.328
C -4.349 4.874 -1.084
S -5.851 4.457 -0.989
C -1.096 4.265 -2.152
I 0.129 2.457 -2.160
O -0.371 5.465 -2.199
C 0.889 5.600 -1.635
Br 0.971 5.221 0.286
P 1.237 7.446 -1.969
O 1.904 7.305 -3.452
Br 2.966 7.856 -0.617
P -2.113 4.315 -3.801
C -2.332 2.580 -4.316
O -1.044 4.915 -4.891
H -0.220 -1.296 3.587
H 0.176 -0.022 2.455
H 0.956 -0.010 4.027
H -1.075 0.725 5.138
H -2.049 0.138 3.783
H -0.377 2.091 2.599
H -0.721 2.729 4.208
H -3.253 1.791 3.127
H -2.782 3.328 3.746
H -2.045 4.089 1.811
H -1.021 2.499 0.536
H -1.902 0.493 1.383
H -3.553 0.974 1.113
H -2.443 0.849 -1.518
H -3.502 -0.326 -0.725
H -0.538 -0.255 -0.275
H -1.649 -1.653 -0.050
H -0.848 -0.393 -2.732
H -2.155 -1.528 -2.511
H -1.628 4.783 -0.098
H 1.647 5.015 -2.157
H 2.849 7.101 -3.411
H -3.119 2.536 -5.069
H -2.633 1.954 -3.474
H -1.425 2.141 -4.740
H -0.335 4.283 -5.084
C -7.220 -0.096 8.108
N -6.177 -0.860 7.456
C -6.592 -1.823 6.446
P -4.529 -0.464 7.469
O -4.217 -0.057 6.067
N -4.205 1.053 8.208
C -4.975 1.641 9.286
C -3.615 2.096 7.375
N -4.132 -1.231 8.956
C -2.673 -1.267 9.202
C -4.645 -2.600 9.163
H -7.019 0.036 9.172
H -8.162 -0.642 8.056
H -7.377 0.888 7.653
H -6.291 -2.845 6.712
H -6.164 -1.598 5.465
H -7.675 -1.826 6.336
H -5.881 2.142 8.925
H -4.373 2.391 9.807
H -5.250 0.899 10.035
H -4.355 2.592 6.734
H -2.832 1.695 6.739
H -3.157 2.852 8.018
H -2.150 -1.916 8.493
H -2.482 -1.633 10.211
H -2.256 -0.265 9.128
H -4.363 -3.291 8.363
H -5.729 -2.591 9.255
H -4.246 -2.987 10.100
C 6.666 -2.127 -4.860
N 5.734 -2.511 -5.899
C 4.338 -2.148 -5.700
P 6.167 -2.982 -7.472
O 5.584 -1.932 -8.348
N 7.825 -2.822 -7.819
C 8.895 -2.957 -6.850
C 8.197 -1.894 -8.883
N 6.362 -4.648 -7.114
C 6.547 -5.469 -8.332
C 5.306 -5.289 -6.308
H 7.410 -2.904 -4.677
H 6.135 -2.005 -3.915
H 7.185 -1.185 -5.077
H 3.692 -3.034 -5.676
H 3.968 -1.491 -6.492
H 4.197 -1.625 -4.758
H 9.045 -2.042 -6.265
H 9.834 -3.175 -7.366
H 8.719 -3.791 -6.172
H 8.185 -0.849 -8.551
H 7.529 -1.987 -9.734
H 9.205 -2.133 -9.230
H 5.646 -5.497 -8.953
H 6.804 -6.490 -8.050
H 7.366 -5.074 -8.930
H 4.306 -5.170 -6.736
H 5.306 -4.894 -5.295
H 5.519 -6.356 -6.236
```

Here is 2 unconnected molecules or ions with the total composition C11H17N2 from the Open Molecules 2025 dataset. Energies are from ωB97M-V with the def2-TZVPD basis set.

* HOMO: -11.40 eV
* energy above the lowest of the compared OMol25 structures with the same formula, charge and spin: 15.6 kcal/mol
* charge: +1

The geometry in XYZ format:
```
30
C11H17N2 ωB97M-V with the def2-TZVPD basis set
C 0.169 -1.674 -2.471
C -0.564 1.604 -0.779
C -0.989 0.314 -1.214
C 0.122 -0.279 -1.890
C 1.102 0.661 -1.967
C -1.243 2.469 0.027
C -2.524 2.046 0.449
C -2.286 0.000 -0.815
C -3.035 0.817 0.030
N 0.734 1.796 -1.270
H 1.097 2.706 -1.493
H -0.911 3.293 0.645
H 2.046 0.748 -2.476
H -3.120 2.690 1.080
H -2.761 -0.964 -0.991
H -0.872 -2.003 -2.509
H 0.767 -2.380 -1.897
H -4.000 0.497 0.391
H 0.475 -1.679 -3.516
C 1.870 -0.793 1.481
C 2.186 -1.118 2.913
N 0.381 -0.936 1.172
H 2.057 0.226 1.171
H 2.434 -1.384 0.762
H 2.757 -2.049 3.015
H 1.317 -1.367 3.526
H -0.236 -1.101 1.953
H 0.056 -0.072 0.714
H 0.192 -1.649 0.464
H 2.779 -0.418 3.496
```

Here is 16 unconnected molecules or ions with the total composition H33O16 from the Open Molecules 2025 dataset. Energies are from ωB97M-V with the def2-TZVPD basis set.

* HOMO: -13.50 eV
* energy above the lowest of the compared OMol25 structures with the same formula, charge and spin: 95.8 kcal/mol
* charge: +1

The geometry in XYZ format:
```
49
H33O16 ωB97M-V with the def2-TZVPD basis set
O -0.143 1.250 0.748
H 0.371 0.601 1.430
H 0.294 2.063 1.057
O 3.815 -3.494 0.062
H 2.714 2.614 0.530
H 1.555 3.682 -0.677
O 2.546 3.140 1.294
H -2.739 -1.234 -4.892
H -2.534 3.519 0.298
O 0.989 1.286 -3.430
H 0.045 1.327 -3.321
H -0.319 -0.649 2.168
O -3.532 -1.751 -4.736
H 4.189 -4.317 0.416
H -3.623 -1.617 -3.779
O -2.628 -2.558 1.058
H -2.669 -2.709 0.058
H -2.842 4.267 -0.977
O 1.619 -2.436 -1.191
H -1.236 0.540 -1.484
H 2.139 -3.023 -0.576
O 1.615 0.228 -0.618
H -3.464 -3.446 -2.405
H 0.466 0.955 -0.085
O -2.260 4.312 -0.224
H 1.166 1.474 -4.347
O 0.649 3.434 -0.451
H -2.772 1.887 2.179
H 0.087 4.219 -0.369
O -2.369 2.697 1.894
H -2.271 3.443 2.486
H -0.925 1.363 4.962
O 5.113 -1.373 1.342
H 2.825 3.043 2.202
H -1.852 0.159 4.714
O 0.504 -0.428 2.596
H 0.338 -0.310 3.572
H 4.371 -1.766 0.929
O -1.112 0.590 4.304
H 5.102 -1.471 2.298
H -2.163 -3.381 1.345
O -3.435 -3.871 -1.562
H 0.884 -2.859 -0.726
H -3.831 -4.755 -1.510
O -1.610 -0.139 -2.064
H 2.076 0.415 -1.498
H 4.444 -3.183 -0.658
H 1.854 -0.720 -0.604
H -1.439 -1.021 -1.757
```

Here is a molecular structure, C5H5CuO6 from the Open Molecules 2025 dataset. Energies are from ωB97M-V with the def2-TZVPD basis set.

* HOMO (spin up / spin down): -19.13 / -18.88 eV
* energy above the lowest of the compared OMol25 structures with the same formula, charge and spin: 128.0 kcal/mol
* charge: +2
* <S²>: 2.043
* 2S+1: 3

The geometry in XYZ format:
```
17
C5H5CuO6 ωB97M-V with the def2-TZVPD basis set
C -1.902 2.655 -0.892
C -0.472 1.956 -0.992
O 0.461 2.508 -0.353
O -2.521 2.871 -1.881
H -2.101 3.094 0.107
H -0.251 1.680 -2.037
C 0.572 -0.721 0.627
C 1.122 -1.929 -0.221
O 0.313 -2.980 0.247
C -0.309 -2.665 1.384
O -0.170 -1.316 1.609
O -0.716 -3.426 2.194
O 1.426 0.119 1.046
H 2.182 -2.082 0.013
H 0.968 -1.760 -1.291
Cu 1.752 1.862 0.731
H -0.354 0.134 -0.289
```

Here is a molecular structure, C20H33IrN2OP3 from the Open Molecules 2025 dataset. Energies are from ωB97M-V with the def2-TZVPD basis set.

* HOMO (spin up / spin down): -20.90 / -20.89 eV
* energy above the lowest of the compared OMol25 structures with the same formula, charge and spin: 0.0 kcal/mol
* charge: +4
* <S²>: 0.756
* 2S+1: 2

The geometry in XYZ format:
```
60
C20H33IrN2OP3 ωB97M-V with the def2-TZVPD basis set
Ir 0.175 -0.844 0.351
C 3.439 -0.030 -0.659
P 2.449 -1.228 0.229
C 2.645 -2.850 -0.513
C 2.995 -1.248 1.958
C 2.037 -2.086 2.797
P 0.331 -1.492 2.574
C 0.011 -0.201 3.777
C -0.795 -2.865 2.829
H 4.482 -0.343 -0.532
H 3.321 0.967 -0.241
H 3.202 -0.022 -1.722
H 3.719 -3.070 -0.493
H 2.308 -2.842 -1.551
H 2.111 -3.630 0.031
H 3.015 -0.208 2.299
H 4.026 -1.610 2.014
H 2.286 -2.021 3.860
H 2.061 -3.148 2.538
H 0.177 -0.652 4.762
H -1.022 0.140 3.730
H 0.692 0.642 3.658
H -0.483 -3.309 3.783
H -0.706 -3.620 2.048
H -1.826 -2.522 2.925
N -3.227 -2.828 -0.562
C -2.359 -2.027 -1.145
N -2.666 -1.317 -2.217
O -1.144 -1.944 -0.653
H -4.126 -3.035 -0.981
H -2.932 -3.425 0.193
H -3.544 -1.455 -2.703
H -1.934 -0.851 -2.730
C 0.976 2.517 0.920
P 0.014 1.429 -0.143
C 0.549 1.525 -1.831
C 0.969 2.760 -2.344
C 1.440 2.834 -3.647
C 1.518 1.692 -4.434
C 1.130 0.455 -3.921
C 0.645 0.372 -2.627
C -1.713 1.728 0.059
C -2.396 2.371 -1.005
C -3.669 2.857 -0.795
C -4.302 2.654 0.433
C -3.643 1.984 1.483
C -2.364 1.515 1.293
H 0.585 3.525 0.749
H 2.030 2.485 0.654
H 0.840 2.279 1.975
H 0.913 3.664 -1.749
H 1.756 3.789 -4.048
H 1.874 1.765 -5.453
H 1.204 -0.432 -4.538
H 0.323 -0.602 -2.258
H -1.914 2.503 -1.967
H -4.185 3.391 -1.583
H -5.315 3.006 0.579
H -4.145 1.871 2.434
H -1.843 1.037 2.112
```

Here is 7 unconnected molecules or ions with the total composition C22H48Cl12N2O3P from the Open Molecules 2025 dataset. Energies are from ωB97M-V with the def2-TZVPD basis set.

* HOMO: -11.47 eV
* charge: +1

The geometry in XYZ format:
```
88
C22H48Cl12N2O3P ωB97M-V with the def2-TZVPD basis set
N 2.678 1.395 -7.531
C 3.352 0.249 -8.192
C 3.560 -0.896 -7.188
C 4.958 -0.909 -6.537
C 4.977 -0.988 -4.993
C 5.224 0.384 -4.297
C 4.072 1.216 -3.696
C 3.640 0.887 -2.268
C 2.806 -0.375 -2.432
C 1.951 -0.738 -1.216
P 1.391 -2.450 -1.291
O 0.355 -2.638 -2.316
O 1.012 -2.792 0.229
O 2.685 -3.367 -1.578
C 1.969 -0.049 -3.685
N 2.739 1.039 -4.413
H 1.848 1.679 -8.029
H 3.292 2.198 -7.519
H 2.761 -0.108 -9.035
H 4.313 0.597 -8.577
H 3.304 -1.843 -7.666
H 2.785 -0.763 -6.425
H 5.500 -0.006 -6.838
H 5.535 -1.744 -6.935
H 4.069 -1.481 -4.631
H 5.787 -1.657 -4.694
H 5.723 1.021 -5.034
H 5.940 0.274 -3.478
H 4.352 2.269 -3.741
H 4.473 0.816 -1.569
H 2.982 1.696 -1.921
H 3.487 -1.189 -2.697
H 1.026 -0.151 -1.243
H 2.453 -0.540 -0.266
H 1.313 -3.671 0.473
H 3.448 -3.190 -1.022
H 1.838 -0.905 -4.347
H 0.980 0.335 -3.437
H 2.221 1.913 -4.386
H 2.818 0.843 -5.425
Cl -4.642 -3.367 2.752
C -3.375 -2.743 1.666
C -1.991 -3.075 2.158
Cl -1.567 -2.217 3.664
H -3.512 -1.668 1.583
H -3.527 -3.205 0.692
H -1.253 -2.771 1.418
H -1.892 -4.141 2.353
Cl -2.675 1.334 8.596
C -3.159 0.740 6.986
C -1.994 0.664 6.033
Cl -1.359 2.281 5.615
H -3.920 1.403 6.589
H -3.578 -0.256 7.121
H -2.323 0.202 5.104
H -1.170 0.094 6.455
Cl 1.990 1.322 10.221
C 0.452 2.226 10.147
C 0.360 3.282 11.217
Cl 0.228 2.577 12.850
H -0.354 1.505 10.232
H 0.405 2.695 9.166
H -0.535 3.880 11.054
H 1.231 3.932 11.210
Cl 1.171 -3.891 -7.333
C 0.751 -4.869 -5.901
C 1.756 -4.696 -4.797
Cl 3.365 -5.345 -5.215
H 0.678 -5.902 -6.229
H -0.222 -4.530 -5.548
H 1.413 -5.221 -3.909
H 1.884 -3.644 -4.553
Cl -2.642 0.890 2.310
C -4.136 1.728 1.790
C -4.505 2.832 2.748
Cl -4.991 2.179 4.332
H -4.925 0.982 1.729
H -3.951 2.140 0.800
H -5.354 3.396 2.363
H -3.669 3.505 2.918
Cl -8.332 3.655 2.834
C -8.570 3.050 4.498
C -8.627 4.164 5.513
Cl -7.061 5.001 5.657
H -7.746 2.373 4.708
H -9.506 2.495 4.507
H -8.862 3.742 6.489
H -9.375 4.909 5.255
```

Here is a molecular structure, C48H50F3NO9P3S3Ti from the Open Molecules 2025 dataset. Energies are from ωB97M-V with the def2-TZVPD basis set.

* HOMO: -5.92 eV
* energy above the lowest of the compared OMol25 structures with the same formula, charge and spin: 46.8 kcal/mol
* charge: -1

The geometry in XYZ format:
```
118
C48H50F3NO9P3S3Ti ωB97M-V with the def2-TZVPD basis set
Ti 0.584 1.245 -2.522
C -3.872 -2.490 6.180
C -3.442 -3.187 4.876
C -3.768 -4.684 4.972
C -4.201 -2.559 3.712
C -5.531 -2.861 3.419
C -6.197 -2.237 2.376
C -5.550 -1.286 1.595
C -4.232 -0.947 1.861
P -3.165 0.202 0.907
C -4.363 0.936 -0.267
C -5.294 1.924 0.047
C -6.123 2.442 -0.937
C -6.025 1.985 -2.246
C -5.092 1.013 -2.573
C -4.263 0.496 -1.587
C -2.970 1.525 2.170
C -3.862 1.736 3.220
C -3.615 2.717 4.169
C -2.470 3.498 4.082
C -1.578 3.300 3.039
C -1.827 2.319 2.089
C -3.597 -1.595 2.925
O -2.312 -1.178 3.144
C -1.461 -1.991 3.830
C -0.100 -1.747 3.635
C 0.806 -2.537 4.333
C 0.365 -3.515 5.210
C -0.995 -3.731 5.375
C -1.941 -2.985 4.680
P 0.393 -0.469 2.397
C 1.805 -1.320 1.603
C 1.473 -2.110 0.500
C 2.443 -2.846 -0.159
C 3.766 -2.780 0.259
C 4.112 -1.976 1.334
C 3.136 -1.252 2.007
C 1.232 0.782 3.431
C 1.780 1.858 2.728
C 2.435 2.879 3.398
C 2.515 2.861 4.785
C 1.950 1.810 5.493
C 1.320 0.770 4.820
H -4.943 -2.624 6.346
H -3.664 -1.420 6.130
H -3.330 -2.907 7.032
H -4.836 -4.839 5.121
H -3.264 -5.142 5.822
H -3.465 -5.207 4.064
H -6.057 -3.598 4.011
H -7.227 -2.494 2.168
H -6.071 -0.805 0.776
H -5.361 2.301 1.061
H -6.838 3.215 -0.684
H -6.662 2.405 -3.015
H -4.975 0.679 -3.596
H -3.500 -0.228 -1.855
H -4.748 1.117 3.305
H -4.315 2.869 4.983
H -2.272 4.256 4.831
H -0.676 3.895 2.969
H -1.127 2.157 1.281
H 1.868 -2.384 4.178
H 1.079 -4.116 5.759
H -1.322 -4.502 6.060
H 0.447 -2.127 0.148
H 2.171 -3.446 -1.018
H 4.530 -3.338 -0.269
H 5.147 -1.901 1.644
H 3.415 -0.603 2.830
H 1.710 1.888 1.647
H 2.880 3.687 2.832
H 3.013 3.666 5.311
H 2.004 1.794 6.575
H 0.883 -0.044 5.384
O 3.842 1.918 0.125
S 3.188 1.019 -0.803
N 1.728 1.270 -1.024
F -2.142 2.632 -2.507
C -1.473 2.921 -1.419
F 0.066 3.164 -2.124
F -1.009 1.560 -1.019
O -2.179 0.050 -5.013
S -0.774 0.081 -4.723
O 0.058 -0.897 -5.368
O -0.609 -0.083 -3.157
S -0.048 1.971 -4.841
C 5.366 2.621 -5.861
C 3.851 2.703 -6.001
C 3.429 2.653 -7.460
C 3.289 3.945 -5.321
O 3.244 1.508 -5.434
P 3.418 0.964 -3.956
O 2.049 0.395 -3.557
O 3.966 1.963 -3.007
O 4.413 -0.270 -4.075
C 4.126 -1.580 -4.662
C 3.292 -2.401 -3.689
C 5.509 -2.195 -4.826
C 3.423 -1.450 -6.006
H 5.832 3.479 -6.350
H 5.739 1.709 -6.330
H 5.649 2.623 -4.809
H 3.812 3.525 -7.994
H 2.341 2.643 -7.526
H 3.815 1.750 -7.934
H 3.640 4.837 -5.845
H 3.604 3.992 -4.282
H 2.199 3.928 -5.366
H 3.736 -2.349 -2.696
H 3.281 -3.444 -4.013
H 2.268 -2.039 -3.646
H 6.008 -2.255 -3.858
H 6.115 -1.584 -5.495
H 5.426 -3.200 -5.244
H 2.425 -1.029 -5.890
H 3.320 -2.443 -6.449
H 4.003 -0.823 -6.685
```